# C14H17N

An isolated molecule of C14H17N at a distorted geometry (wB97M-V/def2-TZVPD, OMol25).

Element x y z (Å)
1 C 1.780 2.320 -3.651
2 C 0.603 1.974 -2.725
3 C -0.275 0.826 -3.241
4 C -1.402 0.446 -2.295
5 C -0.911 -0.030 -0.960
6 C -0.266 -1.305 -0.897
7 C 0.220 -1.776 0.320
8 C 0.890 -3.104 0.423
9 C 0.045 -0.948 1.466
10 C 0.526 -1.346 2.730
11 C 0.411 -0.516 3.795
12 C -0.195 0.750 3.637
13 C -0.687 1.154 2.430
14 C -0.565 0.315 1.294
15 H 2.391 3.159 -3.273
16 H 2.447 1.492 -3.806
17 H 1.387 2.658 -4.621
18 H -0.014 2.894 -2.628
19 H 0.979 1.779 -1.718
20 H 0.347 -0.062 -3.479
21 H -0.765 1.094 -4.210
22 H -2.100 1.296 -2.147
23 H -1.996 -0.363 -2.758
24 H -0.125 -1.888 -1.825
25 H 0.796 -3.641 -0.544
26 H 0.431 -3.715 1.215
27 H 1.949 -2.960 0.711
28 H 1.034 -2.298 2.863
29 H 0.822 -0.776 4.748
30 H -0.302 1.398 4.494
31 H -1.236 2.111 2.374
32 N -1.014 0.752 0.092

Forces on atoms 1 to 3 (eV/Å):
C -0.503 0.838 -0.053
C -0.063 0.721 -0.278
C 0.163 0.121 -0.850

## Properties
HOMO energy	-8.6006	eV
multiplicity	1
total charge	0
E	-16284.5846	eV
SMILES string	CCCCc1cc(C)c2ccccc2n1
E_LUMO	0.47	eV

***

# H4N2O2S

An isolated molecule of H4N2O2S at a distorted geometry (wB97M-V/def2-TZVPD, OMol25).

Element x y z (Å)
1 H 2.114 0.432 0.000
2 H 1.243 1.335 1.121
3 H -1.214 1.345 -1.182
4 H -2.103 0.505 -0.018
5 N 1.252 0.915 0.205
6 N -1.218 0.941 -0.218
7 O -0.353 -0.859 1.216
8 O 0.322 -0.895 -1.199
9 S -0.001 -0.161 0.002

Forces on atoms 1 to 3 (eV/Å):
H 0.242 0.006 0.013
H 0.017 0.043 0.221
H 0.098 -0.514 1.137

## Properties
HOMO energy	-10.6590	eV
multiplicity	1
total charge	0
E	-17975.1453	eV
SMILES string	NS(N)(=O)=O
E_LUMO	0.68	eV

***

# C17H36B3BeBrClF2IMgN5O13S2

A structure of composition C17H36B3BeBrClF2IMgN5O13S2 at a distorted geometry (wB97M-V/def2-TZVPD, OMol25).

Element x y z (Å)
1 C 1.843 -3.596 2.624
2 B 0.898 -3.353 1.435
3 O 1.418 -3.470 0.089
4 B 1.442 -2.135 -0.406
5 C 2.677 -1.320 -0.782
6 C 3.797 -1.390 0.255
7 C 3.572 -0.409 1.395
8 I 3.456 1.644 0.736
9 O 0.102 -1.625 -0.483
10 B -0.670 -1.890 0.658
11 C -1.836 -0.890 0.947
12 C -3.108 -1.637 1.112
13 O -3.894 -1.835 0.214
14 O -3.391 -2.099 2.316
15 O -0.457 -2.979 1.466
16 H 1.345 -3.518 3.576
17 H 2.653 -2.878 2.533
18 H 2.290 -4.576 2.468
19 H 3.065 -1.734 -1.717
20 H 2.393 -0.296 -1.005
21 H 4.719 -1.099 -0.226
22 H 3.987 -2.387 0.626
23 H 4.461 -0.446 2.007
24 H 2.740 -0.676 2.032
25 H -1.649 -0.312 1.846
26 H -1.964 -0.216 0.120
27 H -3.604 -1.353 2.889
28 N -1.578 0.359 -2.753
29 H -1.860 1.196 -2.239
30 H -0.729 -0.038 -2.330
31 H -2.350 -0.351 -2.719
32 H -1.391 0.609 -3.729
33 C 2.835 8.016 -0.438
34 C 2.187 7.424 0.636
35 C 2.225 6.047 0.797
36 C 2.921 5.264 -0.112
37 C 3.573 5.855 -1.185
38 C 3.527 7.231 -1.350
39 H 2.803 9.089 -0.564
40 H 1.651 8.037 1.348
41 H 1.715 5.585 1.632
42 H 2.955 4.189 0.016
43 H 4.117 5.243 -1.892
44 H 4.031 7.692 -2.188
45 C 4.649 1.593 5.129
46 O 5.607 1.218 4.486
47 N 3.402 1.711 4.558
48 N 4.723 1.921 6.451
49 H 2.579 2.007 5.047
50 H 3.347 1.452 3.600
51 H 5.616 1.828 6.894
52 H 3.943 2.240 6.991
53 Cl 3.557 -0.972 5.291
54 Be 0.139 -4.093 -1.031
55 C -5.532 -1.167 -4.390
56 C -5.672 0.359 -4.262
57 C -5.728 0.687 -2.753
58 O -6.794 0.702 -4.854
59 H -6.376 -1.694 -3.934
60 H -5.444 -1.511 -5.421
61 H -4.591 -1.442 -3.847
62 H -4.709 0.796 -4.645
63 H -6.575 0.200 -2.263
64 H -5.811 1.756 -2.577
65 H -4.790 0.339 -2.236
66 C -9.371 3.095 -2.044
67 N -8.540 3.130 -0.810
68 O -8.894 3.845 0.089
69 O -7.549 2.425 -0.795
70 H -10.210 3.766 -1.912
71 H -8.744 3.413 -2.871
72 H -9.708 2.073 -2.183
73 Br -1.871 -4.303 -2.130
74 Mg -4.335 -1.955 -1.875
75 N 4.594 -6.847 -0.995
76 S 5.289 -7.386 0.337
77 O 4.391 -7.820 1.357
78 O 6.465 -6.698 0.742
79 F 5.850 -8.743 -0.241
80 S 3.845 -5.505 -0.795
81 O 2.964 -5.182 -1.884
82 O 4.583 -4.398 -0.262
83 F 2.784 -5.820 0.385

Forces on atoms 1 to 3 (eV/Å):
C -0.965 0.068 -1.072
B 0.173 -1.295 1.936
O -1.614 -0.638 -1.774

## Properties
HOMO energy	-8.7486	eV
multiplicity	1
total charge	+1
E	-177917.2009	eV
E_LUMO	-7.45	eV

***

# C38H112N20O14

A cluster of 14 separate species, C38H112N20O14 in total at a distorted geometry (wB97M-V/def2-TZVPD, OMol25).

Element x y z (Å)
1 C -1.275 3.903 -4.729
2 C -0.693 2.634 -5.260
3 C -1.631 1.490 -5.135
4 O -1.057 0.268 -5.646
5 C -1.586 -0.958 -5.252
6 N -0.297 2.869 -6.679
7 H -1.464 3.708 -3.673
8 H -2.185 4.101 -5.295
9 H -0.590 4.750 -4.688
10 H 0.256 2.509 -4.739
11 H -2.577 1.708 -5.630
12 H -1.695 1.528 -4.047
13 H -1.833 -1.033 -4.193
14 H -0.791 -1.682 -5.427
15 H -2.533 -1.101 -5.772
16 H -0.176 1.954 -7.089
17 H -1.163 3.147 -7.119
18 C -0.363 -2.908 6.895
19 C 0.472 -3.134 5.655
20 C -0.206 -4.282 4.787
21 O -0.317 -5.529 5.400
22 C -0.509 -6.619 4.542
23 N 0.433 -1.908 4.916
24 H -0.430 -3.762 7.569
25 H -1.371 -2.660 6.562
26 H -0.088 -1.981 7.399
27 H 1.455 -3.415 6.030
28 H 0.399 -4.376 3.885
29 H -1.206 -4.025 4.436
30 H -0.857 -6.289 3.563
31 H -1.284 -7.284 4.924
32 H 0.415 -7.174 4.378
33 H -0.462 -1.674 4.510
34 H 0.807 -1.138 5.453
35 C 6.373 0.293 0.023
36 C 6.226 -1.002 -0.902
37 C 5.081 -1.006 -1.880
38 O 4.804 -2.289 -2.537
39 C 4.484 -3.306 -1.593
40 N 7.504 -1.304 -1.484
41 H 6.485 1.168 -0.617
42 H 7.260 0.100 0.627
43 H 5.455 0.358 0.607
44 H 6.064 -1.896 -0.301
45 H 5.371 -0.243 -2.602
46 H 4.157 -0.542 -1.535
47 H 5.421 -3.813 -1.365
48 H 3.893 -4.191 -1.829
49 H 4.020 -2.979 -0.663
50 H 7.544 -2.142 -2.046
51 H 7.925 -0.613 -2.089
52 C -1.649 -7.997 0.267
53 C -0.937 -7.749 -1.059
54 C 0.406 -6.965 -0.865
55 O 0.161 -5.592 -0.687
56 C 0.947 -4.935 0.363
57 N -0.726 -9.071 -1.599
58 H -1.548 -7.137 0.929
59 H -1.257 -8.754 0.948
60 H -2.739 -8.005 0.258
61 H -1.593 -7.219 -1.749
62 H 0.961 -7.015 -1.802
63 H 1.018 -7.414 -0.082
64 H 0.863 -5.438 1.327
65 H 0.609 -3.916 0.547
66 H 2.029 -4.962 0.231
67 H -0.004 -9.130 -2.303
68 H -0.265 -9.658 -0.917
69 C 2.602 -0.029 -4.920
70 C 2.579 -1.361 -5.690
71 C 2.360 -2.638 -4.779
72 O 1.192 -2.570 -3.960
73 C 1.272 -3.220 -2.695
74 N 1.404 -1.385 -6.575
75 H 2.103 0.679 -5.581
76 H 3.597 0.327 -4.654
77 H 1.915 0.028 -4.076
78 H 3.539 -1.603 -6.147
79 H 3.260 -2.815 -4.190
80 H 2.096 -3.497 -5.396
81 H 1.579 -4.224 -2.990
82 H 0.238 -3.333 -2.369
83 H 1.841 -2.656 -1.956
84 H 0.587 -1.319 -5.985
85 H 1.255 -2.300 -6.975
86 C -1.826 4.995 3.467
87 C -0.722 5.323 2.423
88 C -0.625 6.906 2.275
89 O -1.856 7.527 2.159
90 C -2.524 7.415 0.914
91 N 0.519 4.700 2.738
92 H -1.912 3.943 3.742
93 H -2.834 5.289 3.175
94 H -1.748 5.490 4.435
95 H -1.230 5.041 1.501
96 H 0.156 7.166 1.560
97 H -0.161 7.279 3.188
98 H -2.099 6.747 0.165
99 H -2.532 8.385 0.417
100 H -3.556 7.201 1.193
101 H 0.396 3.714 2.920
102 H 1.175 4.783 1.975
103 C -0.130 9.086 -2.067
104 C 0.661 8.018 -1.344
105 C 0.315 6.601 -1.899
106 O 0.907 5.527 -1.210
107 C 0.578 4.224 -1.630
108 N 2.086 8.326 -1.610
109 H 0.100 9.323 -3.105
110 H -0.029 10.038 -1.546
111 H -1.211 8.947 -2.076
112 H 0.399 8.070 -0.287
113 H 0.372 6.505 -2.983
114 H -0.773 6.567 -1.839
115 H 0.840 3.546 -0.817
116 H 1.042 3.932 -2.572
117 H -0.486 3.990 -1.639
118 H 2.487 7.496 -2.023
119 H 2.094 8.998 -2.364
120 C 0.864 0.084 -0.576
121 C -0.493 0.680 -0.535
122 C -1.701 -0.373 -0.342
123 O -1.474 -1.069 0.915
124 C -2.311 -2.167 1.115
125 N -0.557 1.612 0.597
126 H 1.579 0.795 -0.991
127 H 0.913 -0.682 -1.350
128 H 1.309 -0.427 0.278
129 H -0.565 1.247 -1.463
130 H -1.817 -1.143 -1.105
131 H -2.657 0.116 -0.156
132 H -1.932 -3.039 0.583
133 H -3.292 -1.927 0.704
134 H -2.312 -2.452 2.167
135 H 0.296 2.104 0.827
136 H -0.793 1.153 1.465
137 C -1.799 0.491 4.171
138 O -0.812 0.982 3.624
139 N -2.127 0.645 5.415
140 N -2.722 -0.093 3.561
141 H -1.422 1.306 5.707
142 H -3.016 0.711 5.889
143 H -2.766 -0.131 2.553
144 H -3.399 -0.581 4.131
145 C -4.630 -4.003 2.828
146 O -4.693 -3.088 3.654
147 N -4.670 -5.272 3.144
148 N -4.963 -3.865 1.584
149 H -4.805 -5.951 2.408
150 H -4.883 -5.498 4.105
151 H -5.393 -3.003 1.283
152 H -5.512 -4.636 1.231
153 C -3.254 3.659 -0.682
154 O -3.834 4.711 -0.905
155 N -3.132 2.720 -1.619
156 N -2.921 3.250 0.482
157 H -2.617 1.874 -1.421
158 H -3.557 2.968 -2.501
159 H -3.309 3.796 1.238
160 H -2.010 2.842 0.637
161 C 3.501 -2.506 2.137
162 O 3.964 -3.654 2.124
163 N 3.975 -1.667 1.229
164 N 2.637 -1.998 2.896
165 H 3.560 -0.760 1.066
166 H 4.657 -2.013 0.569
167 H 2.344 -2.708 3.552
168 H 2.383 -1.030 3.038
169 C -5.497 0.077 0.756
170 O -5.510 -1.034 0.178
171 N -5.725 0.192 2.036
172 N -5.257 1.271 0.216
173 H -5.571 1.015 2.601
174 H -6.097 -0.592 2.553
175 H -5.360 2.038 0.865
176 H -5.108 1.457 -0.765
177 C 2.795 2.096 1.966
178 O 2.709 1.844 0.772
179 N 2.086 1.541 2.942
180 N 3.681 2.827 2.434
181 H 1.342 0.901 2.703
182 H 2.407 1.579 3.899
183 H 4.218 3.303 1.723
184 H 3.819 3.020 3.416

Forces on atoms 1 to 3 (eV/Å):
C -0.375 -0.234 0.938
C 2.033 1.064 -2.448
C 0.643 -1.028 0.850

## Properties
HOMO energy (spin up / spin down)	0.0918 / -6.7874	eV
multiplicity	2
total charge	-1
E	-99684.5772	eV
<S²>	0.75
E_LUMO (spin up / spin down)	2.03 / 1.97	eV

***

# CH6N2

A cluster of 2 separate species, CH6N2 in total at a distorted geometry (wB97M-V/def2-TZVPD, OMol25).

Element x y z (Å)
1 C 1.572 -0.066 0.036
2 H -2.175 1.183 -0.016
3 H -2.667 -0.816 -0.112
4 H 2.547 0.196 -0.402
5 H 0.902 0.565 -0.430
6 H 1.593 0.068 1.112
7 H 1.265 -1.087 -0.277
8 N -1.391 0.567 0.030
9 N -1.647 -0.610 0.058

Forces on atoms 1 to 3 (eV/Å):
C 1.642 -1.554 -0.287
H -1.455 0.715 -0.451
H 0.406 0.125 0.442

## Properties
HOMO energy	-9.3973	eV
multiplicity	1
total charge	0
E	-4112.2688	eV
SMILES string	[H]/N=N\[H].C
E_LUMO	0.91	eV

***

# C14H21N7O

An isolated molecule of C14H21N7O at a distorted geometry (wB97M-V/def2-TZVPD, OMol25).

Element x y z (Å)
1 N 3.659 -1.191 -1.446
2 N 0.662 -0.045 -1.032
3 N 0.724 -2.650 -3.348
4 N 2.803 -3.384 -4.133
5 O -2.516 1.813 2.931
6 C 4.817 -1.628 -1.834
7 C -0.271 0.643 -0.371
8 C 1.495 -3.403 -4.152
9 C 1.343 -1.856 -2.504
10 C 3.351 -2.612 -3.195
11 C 2.711 -1.786 -2.313
12 N 0.404 -1.217 -1.731
13 N 4.667 -2.506 -2.921
14 N -1.899 1.547 1.720
15 C -0.530 3.546 2.053
16 C 0.470 1.370 2.719
17 C -3.825 0.094 0.932
18 C -1.818 -0.956 1.938
19 C 0.084 1.989 0.265
20 C -1.692 0.179 -0.337
21 C -0.479 2.036 1.679
22 C -2.280 0.241 1.066
23 H -2.951 2.677 2.900
24 H 5.761 -1.415 -1.345
25 H 0.962 -3.951 -4.915
26 H -0.517 -1.474 -2.024
27 H 5.390 -2.996 -3.392
28 H 0.457 4.047 1.972
29 H -1.212 4.159 1.422
30 H -0.921 3.718 3.062
31 H 1.375 1.983 2.858
32 H 0.747 0.362 2.399
33 H -0.043 1.290 3.697
34 H -4.260 0.892 0.270
35 H -4.089 -0.865 0.536
36 H -4.309 0.150 1.912
37 H -2.368 -1.842 1.745
38 H -1.836 -0.727 3.014
39 H -0.766 -1.210 1.722
40 H -0.354 2.800 -0.352
41 H 1.157 2.071 0.254
42 H -1.851 -0.780 -0.764
43 H -2.252 0.888 -0.958

Forces on atoms 1 to 3 (eV/Å):
N -0.732 0.293 0.025
N -0.886 1.510 1.133
N 0.479 -1.107 -1.356

## Properties
HOMO energy	-8.0621	eV
multiplicity	1
total charge	0
E	-27334.7386	eV
SMILES string	CC1(C)CC(=NNc2ncnc3[nH]cnc23)CC(C)(C)N1O
E_LUMO	0.77	eV

***

# C31H67BN3O20S5

A cluster of 11 separate species, C31H67BN3O20S5 in total at a distorted geometry (wB97M-V/def2-TZVPD, OMol25).

Element x y z (Å)
1 O 24.498 33.486 -3.829
2 C 23.822 34.121 -4.600
3 O 22.507 33.928 -4.830
4 B 22.043 34.537 -6.135
5 O 23.328 35.084 -6.694
6 C 24.373 34.966 -5.769
7 O 25.560 35.310 -5.790
8 O 20.854 35.409 -5.998
9 C 19.915 35.006 -6.882
10 O 18.847 35.629 -7.092
11 C 20.339 33.772 -7.627
12 O 21.505 33.416 -6.997
13 O 19.684 33.114 -8.367
14 C 23.993 37.748 0.363
15 S 22.541 36.961 -0.429
16 O 22.113 37.854 -1.595
17 C 23.478 35.584 -1.252
18 H 23.685 37.745 1.409
19 H 24.250 38.676 -0.148
20 H 24.902 37.152 0.441
21 H 23.728 35.808 -2.289
22 H 22.835 34.706 -1.185
23 H 24.349 35.326 -0.650
24 C 20.410 34.913 -11.838
25 S 19.453 36.489 -11.353
26 O 19.250 37.412 -12.598
27 C 17.719 35.757 -11.136
28 H 20.236 34.142 -11.087
29 H 21.431 35.244 -12.026
30 H 20.160 34.476 -12.804
31 H 17.116 36.625 -10.872
32 H 17.661 34.989 -10.365
33 H 17.417 35.404 -12.122
34 C 26.530 32.935 -1.107
35 S 28.097 33.772 -1.550
36 O 29.348 33.259 -0.870
37 C 28.124 33.637 -3.365
38 H 26.350 32.023 -1.676
39 H 25.724 33.652 -1.263
40 H 26.480 32.612 -0.067
41 H 27.239 34.009 -3.882
42 H 28.283 32.618 -3.719
43 H 29.043 34.115 -3.706
44 C 16.206 37.515 -7.995
45 S 14.523 37.914 -8.571
46 O 13.891 38.030 -7.205
47 C 14.705 39.536 -9.405
48 H 16.308 36.430 -8.005
49 H 16.494 37.828 -6.992
50 H 16.877 37.902 -8.763
51 H 13.778 39.669 -9.963
52 H 15.308 39.479 -10.312
53 H 14.902 40.441 -8.831
54 C 17.518 36.292 -3.815
55 S 17.704 35.081 -2.490
56 O 17.048 33.854 -3.219
57 C 19.503 34.742 -2.631
58 H 18.283 37.068 -3.768
59 H 16.540 36.622 -3.464
60 H 17.580 35.884 -4.824
61 H 19.781 34.385 -3.623
62 H 20.005 34.062 -1.942
63 H 20.058 35.680 -2.642
64 C 25.279 35.525 -9.921
65 O 26.451 35.756 -10.296
66 N 24.480 34.611 -10.467
67 C 23.248 34.273 -9.799
68 C 24.993 33.651 -11.499
69 H 24.777 36.130 -9.149
70 H 22.376 34.119 -10.436
71 H 23.000 35.037 -9.062
72 H 23.482 33.471 -9.099
73 H 25.093 32.737 -10.913
74 H 24.281 33.544 -12.318
75 H 26.022 33.839 -11.805
76 C 14.009 33.290 -6.818
77 O 12.979 32.803 -6.378
78 N 15.175 32.660 -6.735
79 C 15.280 31.303 -6.257
80 C 16.354 33.163 -7.417
81 H 14.074 34.244 -7.363
82 H 15.699 30.711 -7.071
83 H 14.320 30.826 -6.060
84 H 15.938 31.227 -5.391
85 H 16.124 34.220 -7.558
86 H 17.237 33.249 -6.784
87 H 16.445 32.753 -8.422
88 C 20.093 29.817 -2.320
89 O 20.866 29.080 -1.674
90 N 20.415 30.936 -3.015
91 C 19.436 31.534 -3.918
92 C 21.771 31.460 -2.925
93 H 19.010 29.699 -2.474
94 H 18.868 32.261 -3.338
95 H 18.687 30.782 -4.163
96 H 19.845 32.054 -4.784
97 H 21.650 32.429 -2.440
98 H 22.473 30.930 -2.281
99 H 22.245 31.697 -3.877
100 O 26.579 39.839 -8.465
101 C 26.109 39.519 -7.349
102 O 24.732 39.324 -7.016
103 C 23.732 39.319 -7.919
104 C 22.457 38.501 -7.468
105 C 27.009 39.405 -6.038
106 H 24.007 38.955 -8.909
107 H 23.426 40.360 -8.030
108 H 21.645 38.622 -8.185
109 H 22.119 38.672 -6.446
110 H 22.634 37.433 -7.342
111 H 26.367 39.745 -5.225
112 H 27.827 40.121 -5.959
113 H 27.337 38.421 -5.706
114 O 23.417 30.069 -8.021
115 C 22.225 29.923 -7.989
116 O 21.461 29.449 -7.022
117 C 21.965 28.638 -5.952
118 C 20.740 27.829 -5.413
119 C 21.358 30.304 -9.170
120 H 22.552 29.094 -5.155
121 H 22.736 27.972 -6.339
122 H 20.282 27.277 -6.235
123 H 20.150 28.499 -4.787
124 H 21.004 27.095 -4.652
125 H 21.984 30.838 -9.885
126 H 20.374 30.715 -8.942
127 H 21.262 29.431 -9.814

Forces on atoms 1 to 3 (eV/Å):
O -0.066 0.787 0.533
C -1.697 -1.409 -1.693
O 0.849 0.750 0.505

## Properties
HOMO energy (spin up / spin down)	-8.5528 / -8.5528	eV
multiplicity	2
total charge	0
E	-133499.7283	eV
<S²>	0.76
E_LUMO (spin up / spin down)	-1.87 / -6.48	eV